Below is a cluster of 3 separate species, C6H18NO2 in total in a non-equilibrium geometry, with properties calculated with ωB97M-V with the def2-TZVPD basis set.

Atoms and positions in Å:
C  -1.784  -0.016  -0.936
C  -0.420  -0.460  -1.522
C  0.723  0.376  -0.984
C  1.114  1.537  -1.509
C  0.707  2.031  -2.874
C  1.223  -0.131  0.343
N  -2.108  -0.684  0.375
H  -2.626  -0.267  -1.577
H  -1.673  1.032  -0.704
H  -0.244  -1.475  -1.165
H  -0.543  -0.539  -2.602
H  1.816  2.157  -0.974
H  0.561  3.105  -2.867
H  1.510  1.829  -3.588
H  -0.186  1.554  -3.244
H  0.410  -0.147  1.060
H  2.075  0.439  0.718
H  1.665  -1.126  0.212
H  -1.481  -1.440  0.675
H  -2.264  -0.028  1.173
H  -3.030  -1.211  0.330
H  0.057  -1.711  3.169
H  -1.323  -1.744  3.708
O  -0.858  -1.572  2.873
H  2.489  -1.079  2.913
H  2.408  0.084  3.718
O  1.780  -0.516  3.278

Atoms 1-6, force components in eV/Å:
C 0.822 -0.352 0.414
C -0.346 -0.566 0.402
C -0.285 0.396 0.153
C -0.279 -0.543 -0.642
C 0.455 0.098 0.379
C 0.718 0.133 -0.576

2S+1: 2
Expectation value of S²: 0.750
Orbital gap (alpha / beta), eV: 3.288 / 9.381
ΔE to the lowest compared entry with this formula, charge and spin, kcal/mol: 0.0
E_HOMO (alpha / beta), eV: -3.010 / -9.175
LUMO level (alpha / beta), eV: 0.2779 / 0.2056